(1)
ORCA calculation (ωB97M-V with the def2-TZVPD basis set) on 2 unconnected molecules or ions with the total composition C30H52BBrFN3O7 at a distorted geometry.

- multiplicity = 1
- E_HOMO (eV) = -4.7
- HOMO-LUMO gap (eV) = 4.11

XYZ file:
```
95
C30H52BBrFN3O7, DFT ωB97M-V with the def2-TZVPD basis set
Br -4.5972 -0.9004 3.4289
F -5.5764 3.0040 0.2429
O -4.8445 -1.3193 0.7584
O 1.7273 -3.0139 -2.6043
O -2.3868 -2.7339 -2.1708
O 1.2856 -1.2291 -1.0317
O 2.3681 0.8586 1.5222
O 2.3937 -3.3759 2.9862
O 0.9865 -3.6277 -0.4086
N -0.5559 0.0231 -2.0123
N 0.0366 1.9898 3.1803
N -3.6854 -1.1220 -3.1110
C 2.1160 -0.5499 3.5666
C -0.0634 -0.7805 -0.8451
C 1.9676 -0.4534 1.9853
C -1.0897 -0.8854 -3.1060
C -4.7625 -2.0769 -2.7054
C 2.0354 2.7950 -2.9430
C -3.9856 -1.1820 1.5796
C 4.9570 3.5999 -0.9092
C 0.4969 -0.8734 1.6440
C -1.8191 0.1648 0.8582
C -2.3857 -1.6596 -2.7362
C 4.5139 2.0251 0.9721
C 0.5432 -4.3999 4.0075
C 1.5492 -4.4088 2.8332
C 0.5719 0.7401 -2.7537
C -2.4673 -1.2781 1.1617
C -3.7697 -1.0984 -4.6192
C 3.9944 2.9528 -0.0152
C -2.5339 0.7043 -0.4589
C -4.8497 1.7752 0.2310
C 3.6694 1.2008 1.9870
C -0.2479 -0.0260 0.5564
C -2.0709 1.0150 2.1597
C -1.6195 1.0104 -1.6930
C 6.9194 2.4801 0.1607
C 6.3885 3.3807 -0.8625
C -3.3876 2.0451 -0.2498
C -1.1522 2.2761 2.3429
C 1.4170 1.7396 -1.9115
C 5.9731 1.8289 1.0410
B 1.3332 -2.6253 -1.2904
H 2.8433 2.3545 -3.5759
H -1.7021 3.1441 2.8154
H 4.5805 4.2929 -1.6985
H -1.3182 -0.2605 -4.0137
H 7.1237 3.8501 -1.5530
H -0.2285 2.1599 4.1507
H 2.9025 3.1463 -0.0671
H -2.4779 -1.9302 0.2441
H -4.8018 -2.2416 -1.6030
H -1.8398 0.3324 3.0281
H 8.0105 2.2782 0.2899
H 3.5268 1.8273 2.9178
H 1.2198 -0.0159 -3.2732
H -1.9553 -1.8131 1.9987
H 1.9045 0.4400 4.0695
H 2.3041 1.2268 -1.4515
H -5.3551 1.0740 -0.4868
H -4.6958 -3.0618 -3.2396
H 3.1549 -0.8589 3.8458
H -2.3004 1.0652 -2.5896
H 0.0933 1.3263 -3.5907
H 0.5238 -1.9803 1.4212
H -0.0464 -3.4756 4.0281
H 0.9158 -4.4316 1.9144
H -2.8388 2.8235 0.3326
H -4.8419 -1.0396 -4.9333
H 0.8536 2.3462 -1.1635
H 1.9813 -5.4363 2.8326
H 1.4210 -1.3061 3.9982
H 2.2011 -2.2615 -3.0064
H 1.0476 -4.5103 4.9716
H -0.7577 2.6619 1.3569
H 0.8350 2.5703 2.9236
H -1.2544 2.0692 -1.5728
H -3.2944 -2.0118 -5.0716
H 2.4282 3.6538 -2.3506
H -4.9388 1.3605 1.2621
H 0.1478 1.0063 0.3936
H 1.2253 3.2015 -3.6168
H 2.7251 -1.1849 1.5787
H 0.7040 -4.3819 -0.9611
H -3.4917 2.4679 -1.2953
H -0.1644 -5.2385 3.9086
H -5.7250 -1.5864 -3.0123
H -0.3221 -1.6272 -3.4487
H 4.2952 0.3052 2.2653
H -0.6428 -1.7413 -0.7103
H -3.3133 -0.0520 -0.7681
H -0.0931 -0.7959 2.5992
H -3.1279 1.3383 2.3129
H -3.2121 -0.2038 -4.9957
H 6.3779 1.1346 1.8209
```

How is the electron density shared among the atoms? According to Mulliken, the charges in e are:
1. Br -0.132
2. F -0.395
3. O -0.451
4. O -0.539
5. O -0.567
6. O -0.463
7. O 0.060
8. O -0.800
9. O -0.404
10. N 1.509
11. N -0.250
12. N 0.223
13. C -1.367
14. C -1.738
15. C -0.209
16. C -0.711
17. C -0.947
18. C -1.419
19. C -0.466
20. C -0.553
21. C -1.743
22. C 1.913
23. C 0.102
24. C 0.461
25. C -1.185
26. C 0.192
27. C -1.169
28. C -0.206
29. C -0.937
30. C 0.059
31. C 2.041
32. C 0.035
33. C -0.718
34. C 1.327
35. C -1.737
36. C -2.042
37. C -0.480
38. C -0.550
39. C -1.295
40. C -1.132
41. C 0.334
42. C -0.598
43. B 0.495
44. H 0.303
45. H 0.217
46. H 0.287
47. H 0.687
48. H 0.344
49. H 0.276
50. H 0.375
51. H 0.213
52. H 0.208
53. H 0.634
54. H 0.345
55. H 0.263
56. H 0.620
57. H 0.597
58. H 0.285
59. H 0.234
60. H 0.254
61. H 0.359
62. H 0.461
63. H 0.272
64. H 0.627
65. H -0.343
66. H 0.165
67. H -0.307
68. H 0.329
69. H 0.376
70. H -0.157
71. H 0.381
72. H 0.234
73. H 0.292
74. H 0.267
75. H 0.252
76. H 0.136
77. H 0.668
78. H 0.344
79. H 0.282
80. H 0.077
81. H -0.170
82. H 0.409
83. H 0.605
84. H 0.288
85. H 0.546
86. H 0.423
87. H 0.386
88. H 0.567
89. H 0.365
90. H 1.039
91. H -0.439
92. H 0.708
93. H 0.269
94. H 0.297
95. H 0.297

(2)
ORCA calculation (ωB97M-V with the def2-TZVPD basis set) on a molecular structure, C30H52BN6S3Sr at a distorted geometry.

- multiplicity = 1
- E_HOMO (eV) = -10.6
- net charge = +1
- HOMO-LUMO gap (eV) = 8.17
- relative energy (zero: lowest compared OMol25 entry of this formula, charge and spin) (eV) = 1.019

XYZ file:
```
93
C30H52BN6S3Sr, DFT ωB97M-V with the def2-TZVPD basis set
Sr -0.3085 0.0112 0.2638
S -2.4220 1.5980 -0.1276
S -1.0575 0.0818 2.8345
S -2.3713 -1.7008 0.3899
N 1.3136 -1.9687 0.9941
N 2.1765 0.0212 -0.8004
N 1.3120 1.9553 1.0948
N 3.1443 0.0047 0.1624
N 2.0648 1.3149 2.0388
N 2.0078 -1.3317 1.9869
C 1.4633 5.5175 0.7684
C 2.2078 -2.1848 3.0213
C -0.7320 -4.9029 1.0774
C 2.7929 0.0336 -1.9703
C 0.4227 3.8912 -0.7761
C 1.1057 1.2943 -3.3018
C 4.3700 0.0122 -0.4215
C 1.7301 3.3640 2.7878
C -3.2531 1.5153 1.5340
C 1.6283 -5.4342 0.4998
C 1.1022 -3.2164 1.4076
C 1.0907 -1.1875 -3.3192
C 2.9165 0.0500 -4.4602
C -3.7184 -0.9439 -0.6272
C -2.2713 1.4856 2.7381
C 2.9773 -1.8340 4.2458
C -0.8501 4.7313 1.2119
C -3.4246 0.4806 -1.2034
C 0.5706 -4.3190 0.5163
C 2.3328 2.1580 3.0628
C -2.0662 -1.4239 3.1772
C 1.1267 3.2021 1.5333
C -3.0433 -1.9126 2.0867
C 4.1889 0.0318 -1.7856
C 0.5246 4.3056 0.6852
C 1.6319 -3.3904 2.6969
C 0.3689 -3.8433 -0.9139
C 1.9826 0.0476 -3.2512
C 5.6310 0.0013 0.3723
C 3.2044 1.8062 4.2180
B 2.8095 -0.0151 1.6510
H 0.5164 -1.2027 -4.2484
H -1.5761 -4.2342 0.9164
H 1.3169 -3.6077 -1.3970
H -0.2470 -2.9454 -0.9839
H -3.9832 -1.3648 2.1402
H 1.4794 5.9414 1.7726
H -3.9057 2.3848 1.6107
H 4.9588 0.0408 -2.5362
H 0.3697 -1.2409 -2.4929
H -1.5968 3.9475 1.0850
H 6.4838 -0.0036 -0.3040
H 2.8238 0.9555 4.7762
H 2.3382 0.0565 -5.3848
H 1.6431 -4.2819 3.3001
H -3.9310 -1.6319 -1.4436
H -2.6165 -1.2561 4.1040
H 4.0034 -1.5533 4.0119
H -0.8021 4.9943 2.2705
H 0.5255 1.3250 -4.2269
H 2.6056 -5.0491 0.2091
H 1.7829 4.2512 3.3943
H -0.1711 4.6143 -1.3394
H -3.2635 -2.9699 2.2271
H 0.3924 1.3452 -2.4694
H 1.3417 -6.2095 -0.2122
H -4.3791 0.9705 -1.3955
H -1.2939 -2.1699 3.3784
H -1.2074 5.6033 0.6616
H 3.2562 2.6558 4.8972
H 1.6731 -2.1076 -3.2661
H 3.5554 -0.8334 -4.4716
H 3.8115 -0.0470 2.3065
H 2.9986 -2.6936 4.9136
H 5.6990 -0.8784 1.0112
H 1.4066 3.8217 -1.2410
H 1.6991 2.2075 -3.2427
H -3.8827 0.6303 1.5467
H -1.6501 2.3812 2.7542
H -0.0436 2.9167 -0.9147
H -0.6440 -5.1019 2.1471
H 1.1271 6.2968 0.0825
H 2.4840 5.2458 0.5002
H -0.9644 -5.8459 0.5799
H 2.5220 -1.0060 4.7844
H -2.8585 1.4726 3.6572
H -0.1326 -4.6137 -1.5041
H 1.7266 -5.8977 1.4817
H 5.7127 0.8777 1.0144
H -2.8860 0.4219 -2.1494
H 4.2161 1.5622 3.8960
H -4.6044 -0.9132 0.0067
H 3.5607 0.9295 -4.4631
```

How is the electron density shared among the atoms? According to Mulliken, the charges in e are:
1. Sr 0.604
2. S -0.048
3. S 0.208
4. S 0.178
5. N -0.423
6. N 1.793
7. N -0.380
8. N -0.277
9. N 1.514
10. N 1.477
11. C -1.985
12. C 0.299
13. C -1.580
14. C -0.613
15. C -1.835
16. C -1.370
17. C 0.420
18. C -1.064
19. C -0.821
20. C -1.955
21. C -0.366
22. C -1.249
23. C -2.390
24. C -0.966
25. C -0.669
26. C -1.401
27. C -1.551
28. C -0.834
29. C 2.625
30. C 0.276
31. C -0.795
32. C -0.552
33. C -0.998
34. C -1.079
35. C 2.758
36. C -1.077
37. C -1.816
38. C 2.384
39. C -1.628
40. C -1.326
41. B -1.321
42. H 0.496
43. H 0.100
44. H 0.397
45. H 0.035
46. H 0.502
47. H 0.382
48. H 0.640
49. H 0.650
50. H -0.151
51. H 0.014
52. H 0.408
53. H 0.065
54. H 0.433
55. H 0.567
56. H 0.560
57. H 0.634
58. H 0.261
59. H 0.335
60. H 0.492
61. H 0.356
62. H 0.550
63. H 0.501
64. H 0.653
65. H -0.056
66. H 0.486
67. H 0.500
68. H 0.195
69. H 0.534
70. H 0.445
71. H 0.406
72. H 0.429
73. H -0.226
74. H 0.453
75. H 0.270
76. H 0.444
77. H 0.387
78. H 0.347
79. H 0.096
80. H 0.116
81. H 0.313
82. H 0.457
83. H 0.380
84. H 0.507
85. H 0.134
86. H 0.644
87. H 0.531
88. H 0.390
89. H 0.269
90. H 0.347
91. H 0.234
92. H 0.483
93. H 0.435